{"formula": "C26H33F2NPTa", "method": "the ωB97M-V functional and the def2-TZVPD basis", "multiplicity": 1, "relative_energy_kcal_mol": 13.2, "total_energy_ha": -1661.80187, "charge": 4, "homo_ev": -21.24, "species": ["Ta", "C", "C", "C", "C", "C", "C", "C", "C", "C", "C", "C", "C", "H", "H", "H", "H", "H", "H", "H", "H", "H", "H", "H", "H", "H", "H", "H", "H", "H", "H", "F", "C", "C", "C", "C", "C", "F", "C", "C", "C", "C", "C", "C", "N", "H", "H", "H", "H", "H", "H", "C", "P", "C", "C", "H", "H", "H", "H", "H", "H", "H", "H", "H"], "coordinates": [[-0.460, -0.465, 0.570], [-1.327, -3.211, 1.424], [0.036, -2.547, 1.283], [0.889, -2.914, 0.207], [0.505, -4.051, -0.679], [2.196, -2.340, 0.133], [3.129, -2.656, -0.995], [2.690, -1.555, 1.200], [4.145, -1.232, 1.232], [1.822, -1.154, 2.262], [2.328, -0.211, 3.316], [0.524, -1.698, 2.337], [-0.308, -1.555, 3.597], [-1.884, -3.229, 0.484], [-1.950, -2.753, 2.189], [-1.200, -4.258, 1.722], [-0.567, -4.165, -0.812], [0.849, -4.965, -0.172], [0.993, -4.046, -1.648], [2.641, -3.048, -1.881], [3.850, -3.418, -0.675], [3.720, -1.785, -1.277], [4.446, -0.603, 0.390], [4.714, -2.161, 1.127], [4.468, -0.759, 2.152], [2.780, -0.785, 4.135], [1.541, 0.386, 3.763], [3.112, 0.435, 2.940], [-1.336, -1.212, 3.419], [0.143, -0.900, 4.333], [-0.408, -2.541, 4.062], [0.831, -2.008, -4.484], [-0.057, -1.490, -3.671], [0.319, -1.227, -2.361], [-0.619, -0.718, -1.451], [-1.960, -0.438, -1.915], [-2.272, -0.718, -3.238], [-3.491, -0.502, -3.684], [-1.341, -1.245, -4.127], [-2.925, 0.054, -0.926], [-4.183, 0.573, -1.172], [-4.984, 0.976, -0.108], [-4.520, 0.865, 1.208], [-3.249, 0.405, 1.408], [-2.450, -0.003, 0.369], [1.343, -1.412, -2.091], [-1.624, -1.464, -5.153], [-4.536, 0.680, -2.187], [-5.971, 1.380, -0.302], [-5.138, 1.141, 2.052], [-2.835, 0.320, 2.407], [-0.427, 2.389, 2.683], [0.311, 2.015, 1.066], [-0.543, 3.058, -0.142], [2.030, 2.550, 1.097], [-0.196, 3.436, 2.909], [-0.017, 1.774, 3.482], [-1.512, 2.288, 2.660], [-0.338, 4.102, 0.113], [-1.622, 2.901, -0.111], [-0.168, 2.874, -1.150], [2.009, 3.630, 1.274], [2.517, 2.363, 0.140], [2.586, 2.081, 1.900]], "atomic_forces_ev_per_a": [[0.2, -0.4, -0.6], [-0.1, 0.0, -0.1], [-0.1, -0.5, 0.7], [0.1, 0.0, 0.0], [0.0, 0.1, -0.1], [0.0, 0.2, -0.1], [0.0, -0.1, 0.1], [-0.1, 0.1, -0.2], [0.0, 0.1, 0.0], [-0.1, 0.6, -0.2], [0.1, -0.4, 0.2], [-0.2, -0.3, 0.3], [-0.1, 0.1, -0.1], [0.0, 0.0, 0.0], [0.0, 0.0, 0.0], [0.0, 0.0, 0.0], [0.0, 0.0, 0.0], [0.0, 0.0, 0.0], [-0.1, 0.0, 0.0], [0.0, 0.0, 0.0], [0.0, 0.0, 0.0], [0.0, 0.0, 0.0], [0.0, 0.0, 0.0], [0.0, 0.0, 0.0], [0.0, 0.0, 0.0], [0.0, 0.0, 0.0], [0.0, 0.0, 0.0], [0.0, 0.0, 0.0], [0.0, 0.0, 0.0], [0.0, 0.0, 0.0], [-0.1, 0.0, 0.0], [0.0, 0.1, 0.0], [0.1, 0.0, 0.1], [-0.1, 0.1, -0.3], [0.3, 0.0, -0.1], [0.1, 0.0, 0.3], [0.0, 0.1, 0.1], [0.0, 0.0, 0.0], [0.0, 0.0, -0.1], [0.1, 0.1, -0.1], [0.0, 0.0, 0.0], [0.0, 0.0, 0.0], [0.0, 0.0, 0.0], [-0.1, -0.2, 0.1], [-0.2, 0.2, 0.5], [0.1, 0.0, 0.0], [0.0, 0.0, 0.0], [0.0, -0.1, 0.0], [0.0, 0.0, 0.0], [0.0, 0.0, 0.0], [0.0, 0.0, 0.0], [0.0, 0.0, 0.0], [-0.1, 0.1, -0.1], [0.0, -0.1, -0.1], [0.0, -0.1, -0.2], [0.0, 0.0, 0.0], [0.0, 0.0, 0.0], [0.0, 0.0, 0.0], [0.0, 0.0, 0.0], [0.0, 0.0, 0.0], [0.0, 0.0, 0.0], [0.0, 0.0, 0.0], [0.0, 0.0, 0.0], [0.0, 0.0, 0.0]], "nbo_charge": [2.011, -0.670, -0.251, 0.113, -0.692, 0.176, -0.716, 0.088, -0.692, 0.107, -0.682, -0.163, -0.651, 0.253, 0.256, 0.320, 0.259, 0.311, 0.264, 0.253, 0.307, 0.266, 0.277, 0.296, 0.265, 0.310, 0.233, 0.252, 0.230, 0.271, 0.308, -0.242, 0.447, -0.184, -0.512, -0.124, 0.467, -0.252, -0.177, 0.254, -0.199, 0.005, -0.197, 0.063, -0.677, 0.246, 0.316, 0.299, 0.293, 0.297, 0.236, -0.947, 0.990, -0.941, -0.936, 0.316, 0.266, 0.265, 0.308, 0.262, 0.284, 0.307, 0.286, 0.270]}


{"formula": "C26H33F4N5O2", "method": "the ωB97M-V functional and the def2-TZVPD basis", "smiles": "O=C1NC(=O)c2c1cccc2C(F)(F)C(F)F.CCCC#N.CCCC#N.CCCC#N.CCCC#N", "multiplicity": 1, "total_energy_ha": -1834.22092, "charge": 0, "homo_ev": -10.36, "species": ["O", "C", "N", "C", "O", "C", "C", "C", "C", "C", "C", "C", "F", "F", "C", "F", "F", "H", "H", "H", "H", "H", "C", "C", "C", "C", "N", "H", "H", "H", "H", "H", "H", "H", "C", "C", "C", "C", "N", "H", "H", "H", "H", "H", "H", "H", "C", "C", "C", "C", "N", "H", "H", "H", "H", "H", "H", "H", "C", "C", "C", "C", "N", "H", "H", "H", "H", "H", "H", "H"], "coordinates": [[-1.139, 4.204, 0.562], [-0.679, 3.093, 0.552], [0.686, 2.778, 0.890], [1.014, 1.534, 0.223], [2.140, 1.323, -0.133], [-0.306, 0.735, 0.077], [-1.362, 1.741, 0.253], [-2.755, 1.368, 0.146], [-3.076, -0.039, -0.144], [-2.009, -1.044, -0.294], [-0.588, -0.663, -0.176], [0.562, -1.696, -0.310], [1.716, -1.338, 0.335], [0.110, -2.866, 0.334], [0.792, -2.064, -1.834], [2.109, -2.424, -2.038], [0.472, -0.932, -2.576], [1.339, 3.540, 0.674], [-3.549, 2.132, 0.291], [-4.177, -0.336, -0.235], [-2.273, -2.104, -0.519], [0.088, -2.906, -2.079], [-7.937, 0.774, -2.112], [-8.312, 1.144, -0.681], [-7.123, 1.083, 0.282], [-6.570, -0.297, 0.323], [-6.154, -1.387, 0.360], [-7.579, -0.255, -2.180], [-8.806, 0.860, -2.766], [-7.156, 1.436, -2.495], [-9.102, 0.471, -0.336], [-8.725, 2.155, -0.671], [-7.438, 1.368, 1.288], [-6.338, 1.773, -0.035], [-3.940, 8.044, -1.490], [-3.420, 7.823, -0.073], [-3.176, 6.345, 0.249], [-4.445, 5.579, 0.130], [-5.425, 4.986, 0.038], [-4.910, 7.565, -1.641], [-4.071, 9.110, -1.684], [-3.241, 7.647, -2.230], [-4.137, 8.243, 0.637], [-2.484, 8.372, 0.052], [-2.793, 6.240, 1.264], [-2.441, 5.920, -0.434], [4.842, -2.553, 1.294], [4.486, -2.160, 2.720], [5.679, -2.243, 3.673], [6.197, -3.644, 3.729], [6.595, -4.723, 3.789], [5.177, -3.591, 1.240], [3.971, -2.457, 0.644], [5.636, -1.915, 0.896], [3.683, -2.809, 3.079], [4.096, -1.139, 2.719], [5.379, -1.939, 4.678], [6.481, -1.579, 3.344], [7.088, -5.746, 0.435], [6.450, -5.157, -0.817], [6.745, -5.958, -2.088], [8.210, -6.001, -2.337], [9.342, -6.032, -2.528], [8.178, -5.755, 0.367], [6.823, -5.147, 1.310], [6.746, -6.770, 0.606], [6.808, -4.131, -0.939], [5.368, -5.108, -0.669], [6.254, -5.497, -2.947], [6.370, -6.980, -1.993]], "atomic_forces_ev_per_a": [[0.0, -0.5, -0.1], [0.3, -1.0, 0.8], [-1.4, -0.3, -1.9], [0.1, 0.3, 0.6], [-0.6, -0.5, 0.0], [-1.4, 0.5, 0.1], [0.0, -2.2, -0.5], [1.5, -1.4, -0.3], [1.4, 0.5, 0.1], [0.5, 1.9, 0.3], [-1.3, 1.8, 0.5], [-0.9, -0.5, 0.5], [-1.3, -0.2, -0.8], [0.6, 0.9, -0.8], [0.1, 0.3, 0.7], [-1.6, 0.5, 0.0], [0.8, -1.4, 0.4], [-0.2, -0.4, 0.3], [0.6, -0.7, -0.2], [2.0, 0.3, 0.1], [0.2, 1.1, 0.3], [0.8, 0.8, -0.1], [0.0, 0.0, 0.0], [-0.2, 0.0, -0.3], [0.0, -0.6, -0.1], [0.5, -1.4, 0.3], [-0.8, 2.1, -0.1], [0.0, 0.0, 0.0], [0.1, 0.0, 0.0], [0.0, 0.0, 0.0], [0.1, 0.1, 0.1], [0.1, 0.0, 0.1], [0.1, -0.1, 0.0], [0.0, 0.0, 0.0], [0.0, 0.1, 0.0], [-0.2, 0.2, -0.2], [-0.7, 0.2, -0.1], [0.6, 0.0, 0.1], [0.1, 0.0, 0.0], [0.1, 0.0, 0.0], [0.0, -0.1, 0.0], [-0.1, 0.0, 0.0], [0.1, -0.1, 0.0], [0.0, -0.1, 0.1], [0.0, -0.2, -0.1], [-0.1, -0.1, 0.1], [0.0, 0.0, -0.1], [-0.2, 0.0, -0.2], [0.0, -0.7, -0.1], [0.1, 0.5, 0.3], [-0.2, 0.4, -0.1], [0.0, 0.1, 0.0], [0.1, 0.0, 0.0], [0.0, 0.0, 0.0], [0.1, 0.1, 0.1], [0.1, 0.0, 0.1], [0.1, -0.1, 0.0], [0.0, -0.1, 0.0], [0.0, 0.1, 0.1], [0.0, 0.1, 0.3], [0.5, 0.2, 0.1], [-0.6, -0.1, -0.1], [-0.1, 0.0, 0.1], [0.0, 0.0, -0.1], [0.1, -0.2, -0.1], [0.0, 0.0, 0.0], [-0.1, 0.0, -0.1], [0.0, 0.0, -0.2], [0.1, -0.1, 0.0], [0.1, 0.0, 0.0]], "nbo_charge": [-0.560, 0.672, -0.656, 0.687, -0.519, -0.137, -0.053, -0.187, -0.196, -0.165, -0.065, 0.625, -0.303, -0.346, 0.519, -0.318, -0.331, 0.415, 0.243, 0.262, 0.243, 0.163, -0.614, -0.381, -0.511, 0.304, -0.361, 0.213, 0.219, 0.207, 0.208, 0.218, 0.256, 0.252, -0.613, -0.382, -0.507, 0.316, -0.381, 0.214, 0.216, 0.203, 0.206, 0.210, 0.256, 0.260, -0.616, -0.383, -0.501, 0.294, -0.345, 0.207, 0.228, 0.204, 0.209, 0.213, 0.249, 0.243, -0.618, -0.384, -0.503, 0.289, -0.339, 0.216, 0.229, 0.203, 0.207, 0.207, 0.246, 0.241]}


{"formula": "C26H33IrN6P2", "method": "the ωB97M-V functional and the def2-TZVPD basis", "multiplicity": 1, "relative_energy_kcal_mol": 67.2, "total_energy_ha": -2125.62857, "charge": 2, "homo_ev": [-12.22, -12.22], "species": ["Ir", "C", "P", "C", "C", "C", "C", "C", "C", "C", "P", "C", "C", "H", "H", "H", "H", "H", "H", "H", "H", "H", "H", "H", "H", "H", "H", "H", "H", "N", "C", "N", "N", "C", "N", "H", "H", "H", "H", "C", "N", "C", "C", "N", "C", "H", "H", "H", "H", "H", "H", "C", "C", "C", "C", "C", "C", "C", "C", "C", "C", "H", "H", "H", "H", "H", "H", "H"], "coordinates": [[-0.313, 0.503, 0.311], [0.394, 2.984, -1.617], [-0.614, 2.726, -0.093], [-0.050, 4.185, 0.816], [-2.294, 2.865, -0.845], [-2.735, 3.652, -1.869], [-4.084, 3.566, -2.257], [-4.991, 2.731, -1.607], [-4.558, 1.945, -0.564], [-3.178, 1.899, -0.222], [-2.346, 0.172, -0.801], [-2.464, 0.192, -2.602], [-3.575, -1.083, -0.334], [0.149, 3.954, -2.059], [0.230, 2.198, -2.351], [1.445, 2.986, -1.328], [-0.904, 4.769, 1.158], [0.599, 4.796, 0.195], [0.500, 3.834, 1.690], [-2.080, 4.361, -2.357], [-4.437, 4.196, -3.065], [-6.032, 2.738, -1.897], [-5.250, 1.340, 0.009], [-3.487, 0.364, -2.937], [-2.143, -0.793, -2.951], [-1.804, 0.945, -3.027], [-4.524, -0.995, -0.861], [-3.746, -1.037, 0.741], [-3.126, -2.049, -0.577], [-2.113, 1.614, 3.946], [-3.315, 1.398, 3.447], [-4.344, 1.132, 4.242], [-3.609, 1.418, 2.110], [-2.693, 1.719, 1.238], [-1.389, 1.946, 1.398], [-1.956, 1.697, 4.937], [-1.358, 1.783, 3.281], [-4.271, 1.151, 5.245], [-5.256, 1.039, 3.827], [1.565, -4.617, -1.147], [0.914, -3.545, -0.398], [0.185, -3.687, 0.753], [-0.234, -2.443, 1.101], [0.237, -1.541, 0.168], [0.921, -2.245, -0.721], [1.908, -5.378, -0.451], [2.423, -4.211, -1.676], [0.872, -5.061, -1.858], [0.042, -4.642, 1.229], [-0.797, -2.131, 1.962], [1.451, -1.850, -1.569], [4.835, 0.553, -1.893], [3.511, 0.282, -2.304], [2.476, 0.457, -1.431], [2.688, 0.891, -0.093], [1.614, 1.042, 0.846], [1.920, 1.504, 2.102], [3.243, 1.826, 2.490], [4.267, 1.677, 1.606], [4.016, 1.196, 0.297], [5.073, 1.013, -0.633], [5.653, 0.412, -2.586], [3.323, -0.049, -3.319], [1.455, 0.292, -1.763], [1.133, 1.606, 2.843], [3.438, 2.184, 3.493], [5.283, 1.926, 1.887], [6.083, 1.250, -0.321]], "atomic_forces_ev_per_a": [[-1.4, 0.5, -0.2], [-0.2, 0.1, -0.1], [0.9, -0.2, -1.0], [-0.2, 0.0, 0.2], [0.0, -0.2, 0.2], [0.0, 0.0, 0.0], [0.0, 0.0, 0.0], [0.0, -0.1, 0.0], [-0.1, -0.3, 0.0], [0.0, 0.8, 0.1], [0.4, -0.8, 0.3], [0.0, 0.2, 0.0], [-0.2, 0.2, 0.0], [0.1, 0.0, 0.0], [0.0, 0.0, 0.0], [0.0, 0.0, 0.0], [0.0, 0.0, 0.0], [0.0, 0.0, 0.0], [0.0, 0.0, 0.0], [0.0, 0.0, 0.0], [0.0, 0.0, 0.0], [0.0, 0.0, 0.0], [0.0, 0.0, 0.0], [0.0, 0.0, 0.0], [0.0, 0.0, 0.0], [0.0, 0.0, 0.0], [0.0, 0.0, 0.0], [0.0, -0.1, 0.0], [0.0, 0.0, 0.0], [0.1, 0.1, 0.1], [0.0, -0.2, -0.1], [-0.1, 0.1, 0.0], [-0.2, 0.3, 0.2], [0.3, -0.2, 0.2], [0.1, -0.2, 0.3], [0.0, -0.1, 0.0], [0.0, 0.1, -0.1], [0.0, -0.1, 0.0], [0.0, 0.0, 0.0], [0.0, 0.0, 0.0], [0.0, 0.0, 0.0], [0.0, 0.0, 0.0], [0.0, 0.1, 0.0], [0.4, -0.1, -0.5], [0.0, -0.1, 0.1], [0.0, 0.0, 0.0], [0.0, 0.0, 0.0], [0.0, 0.0, 0.0], [0.0, 0.0, 0.0], [0.0, 0.0, 0.0], [0.0, 0.0, 0.0], [0.0, 0.0, -0.1], [0.1, 0.0, 0.0], [0.0, 0.0, 0.1], [-0.1, 0.0, 0.0], [0.0, -0.1, 0.4], [0.1, 0.0, 0.1], [-0.1, 0.0, 0.0], [0.0, 0.0, 0.0], [0.0, 0.0, 0.0], [0.0, 0.0, 0.1], [0.0, 0.0, 0.0], [0.0, 0.0, 0.0], [0.0, 0.0, 0.0], [0.0, 0.0, 0.0], [0.0, 0.0, 0.0], [0.0, 0.0, 0.0], [0.0, 0.0, 0.0]], "nbo_charge": [0.336, -0.986, 1.525, -0.963, -0.174, -0.183, -0.032, -0.249, -0.004, -0.465, 1.174, -0.999, -0.996, 0.234, 0.233, 0.273, 0.255, 0.259, 0.282, 0.247, 0.252, 0.260, 0.255, 0.255, 0.279, 0.261, 0.249, 0.264, 0.276, -0.754, 0.668, -0.728, -0.608, 0.562, -0.881, 0.421, 0.461, 0.421, 0.433, -0.408, -0.303, -0.051, -0.090, -0.542, 0.219, 0.236, 0.233, 0.225, 0.247, 0.232, 0.238, -0.208, -0.202, -0.249, -0.026, -0.283, -0.264, -0.213, -0.167, -0.076, -0.165, 0.231, 0.219, 0.185, 0.191, 0.225, 0.226, 0.227]}